1.
{"formula": "C3H5NO4", "method": "ωB97M-V/def2-TZVPD", "symbols": ["C", "N", "C", "C", "O", "O", "O", "O", "H", "H", "H", "H", "H"], "xyz": [[0.5445, -0.7264, 0.7015], [-0.2527, -0.1945, -0.4159], [-1.5095, 0.4992, -0.2634], [1.1683, 0.6202, -0.5794], [1.0007, -2.0118, 0.4494], [-1.6477, 0.9876, 0.9599], [-2.2893, 0.5706, -1.1684], [1.2941, 1.7819, -0.2751], [1.9666, -2.0468, 0.4791], [-2.5020, 1.4430, 1.0135], [-0.3327, -0.8801, -1.1630], [0.7731, -0.0820, 1.5330], [1.7865, 0.0391, -1.2712]], "mulliken_charge": [-0.39, 0.09, 0.45, 0.02, -0.52, -0.40, -0.53, -0.57, 0.33, 0.36, 0.39, 0.39, 0.38], "energy_ha": -472.91163, "e_homo_ev": -7.17, "lumo_ha": 0.0178, "orbital_gap_ev": 7.7}

2.
{"formula": "C3H5NO5", "method": "ωB97M-V/def2-TZVPD", "symbols": ["C", "C", "C", "N", "O", "O", "O", "O", "O", "H", "H", "H", "H", "H"], "xyz": [[0.7167, 1.8850, 0.2309], [-0.3937, -0.5625, -0.4523], [-0.0665, 0.0155, 0.8901], [1.2519, -0.3321, 1.4749], [1.0545, 2.6832, 1.0192], [1.4002, -0.0436, 2.6737], [2.1651, -0.6775, 0.7222], [0.5413, -0.2175, -1.4283], [-1.0975, 0.0138, 1.7267], [0.5664, 1.9810, -0.8432], [-0.7990, -1.6600, -0.4236], [-1.4239, -0.2528, -0.7186], [1.4018, -0.4400, -1.0148], [-0.9337, 0.3281, 2.5799]], "mulliken_charge": [0.18, -0.51, 0.17, 0.99, -0.34, -0.59, -0.68, -0.54, -0.48, 0.40, 0.27, 0.34, 0.42, 0.36], "energy_ha": -548.07811, "e_homo_ev": -9.17, "lumo_ha": -0.0199, "orbital_gap_ev": 8.6}

3.
{"formula": "C3H5NOP", "method": "ωB97M-V/def2-TZVPD", "symbols": ["C", "C", "C", "N", "O", "P", "H", "H", "H", "H", "H"], "xyz": [[0.7765, -1.1260, 0.8487], [0.9360, -0.0121, -0.2038], [-1.3168, 0.2658, -0.5940], [-0.2312, 0.8957, -0.2618], [-0.2614, 1.9673, 0.4897], [-0.8281, -1.5502, 1.1733], [1.6189, -1.2052, 1.4894], [1.7800, 0.5828, 0.0956], [0.9977, -0.3687, -1.1562], [-2.1807, 0.8079, -0.3776], [-1.2909, -0.2572, -1.5032]], "mulliken_charge": [-0.37, -0.68, -0.76, 0.32, -0.78, -0.18, 0.30, 0.32, 0.28, 0.33, 0.23], "energy_ha": -588.51725, "e_homo_ev": [-1.51, -1.51], "total_charge": -1, "lumo_ha": [0.1625, 0.1625], "orbital_gap_ev": [5.9, 5.9]}

4.
{"formula": "C3H5NOS", "method": "ωB97M-V/def2-TZVPD", "symbols": ["C", "C", "C", "N", "O", "S", "H", "H", "H", "H", "H"], "xyz": [[1.6976, 0.1398, 0.0644], [2.5308, 1.0097, 0.1402], [0.7214, -0.9455, 0.0356], [-2.4396, 1.2153, 0.3447], [-0.4901, -0.4427, 0.6308], [-1.9806, -0.1463, -0.1618], [-2.6769, -1.0492, 0.6716], [3.1976, 1.8011, 0.2805], [0.7523, -1.3225, -1.1126], [0.8603, -1.8802, 0.6681], [-2.7089, 1.7433, -0.4505]], "mulliken_charge": [-0.32, 0.10, -0.51, -0.53, -0.29, 0.22, 0.16, 0.43, 0.23, 0.26, 0.25], "energy_ha": -645.30840, "e_homo_ev": -9.58, "lumo_ha": 0.0239, "orbital_gap_ev": 10.2}

5.
{"formula": "C3H5NOS", "method": "ωB97M-V/def2-TZVPD", "symbols": ["C", "C", "C", "H", "H", "H", "H", "H", "N", "O", "S"], "xyz": [[-1.2338, 2.5511, 0.0705], [0.2365, -1.1045, 0.2212], [1.6492, -0.9972, -0.2721], [-0.9026, 3.4128, 0.6064], [-1.8704, 2.7509, -0.9918], [0.4433, -1.3129, 1.3703], [-0.0720, -2.2146, -0.1541], [1.8494, 0.1677, -0.7419], [-0.6370, 1.5662, 0.4031], [2.7094, -1.8396, 0.0599], [-1.2860, -0.1092, -0.2192]], "mulliken_charge": [-0.21, -0.41, 0.11, 0.28, 0.19, 0.32, 0.28, 0.22, -0.30, -0.49, 0.02], "energy_ha": -645.31895, "e_homo_ev": -9.52, "lumo_ha": -0.0042, "orbital_gap_ev": 9.4, "smiles": "C=NSCC=O"}

6.
{"formula": "C3H5NOS", "method": "ωB97M-V/def2-TZVPD", "symbols": ["C", "C", "C", "N", "O", "S", "H", "H", "H", "H", "H"], "xyz": [[-1.1728, 1.0093, 0.2860], [1.3688, 0.7760, -0.4735], [-0.2647, -1.4005, 0.0257], [-0.3005, 0.0330, -0.2049], [-2.2299, 0.8403, 0.8315], [2.7622, 0.1849, -0.0338], [-0.6290, 1.9960, 0.1448], [1.2278, 1.7420, -0.8950], [-1.2305, -1.8809, -0.0058], [0.3594, -1.6608, -0.7319], [0.1093, -1.6392, 1.0570]], "mulliken_charge": [0.22, -0.14, -0.81, -0.12, -0.52, -0.15, 0.20, 0.35, 0.32, 0.36, 0.28], "energy_ha": -645.40067, "e_homo_ev": -9.62, "lumo_ha": -0.0333, "orbital_gap_ev": 8.7}

7.
{"formula": "C3H5NOS", "method": "ωB97M-V/def2-TZVPD", "symbols": ["C", "C", "C", "N", "O", "S", "H", "H", "H", "H", "H"], "xyz": [[0.9246, 1.0874, -0.4187], [1.1853, -0.3624, -0.4505], [-0.4221, 0.1969, 1.0125], [0.0667, 1.4037, 0.4962], [0.2199, -0.8760, 0.5114], [-2.6016, -0.1390, -0.3889], [1.5843, 1.6835, -1.0403], [0.9312, -1.0442, -1.2719], [2.2621, -0.6937, -0.1768], [-0.9171, 0.0648, 1.9418], [-3.2333, -1.3211, -0.2146]], "mulliken_charge": [0.19, -0.23, -0.21, -0.45, -0.25, -0.42, 0.34, 0.25, 0.25, 0.45, 0.08], "energy_ha": -645.38056, "e_homo_ev": [-8.00, -7.99], "lumo_ha": [-0.0439, -0.0443], "orbital_gap_ev": [6.8, 6.8]}

8.
{"formula": "C3H5NOS", "method": "ωB97M-V/def2-TZVPD", "symbols": ["C", "C", "C", "H", "H", "H", "H", "H", "N", "O", "S"], "xyz": [[-1.2189, -1.1704, 0.2264], [-0.8715, 0.2227, 0.7307], [0.3984, 0.9005, 0.2525], [-0.9612, -1.2767, -0.8030], [-0.7000, -1.8923, 0.8882], [-2.2803, -1.2657, 0.4150], [0.5803, 1.9609, 0.5186], [2.9198, 0.2880, -2.0893], [1.1487, 0.2790, -0.5758], [-1.5585, 0.8372, 1.5659], [2.5432, 1.1168, -1.1291]], "mulliken_charge": [-0.93, 0.47, 0.01, 0.34, 0.25, 0.32, 0.38, 0.16, -0.31, -0.54, -0.14], "energy_ha": -645.45396, "e_homo_ev": -9.55, "lumo_ha": -0.0069, "orbital_gap_ev": 9.4, "smiles": "CC(=O)/C=N/S"}

9.
{"formula": "C3H5NOS", "method": "ωB97M-V/def2-TZVPD", "symbols": ["C", "C", "C", "N", "O", "S", "H", "H", "H", "H", "H"], "xyz": [[-1.0217, -0.0020, 0.4986], [-0.4604, 2.1779, -0.5010], [-0.1471, -1.1673, 0.0613], [-0.8229, 1.1297, -0.0342], [2.2268, -0.0122, 0.7335], [1.3715, -0.1534, -0.4725], [-1.5045, 0.0378, 1.4892], [-1.0594, 2.6777, -1.1863], [0.1284, -1.5320, 1.0782], [-0.4963, -1.9125, -0.6271], [1.7857, -1.2437, -1.0399]], "mulliken_charge": [-0.24, -0.26, -0.55, -0.04, -0.59, 0.36, 0.29, 0.24, 0.24, 0.43, 0.12], "energy_ha": -645.31788, "e_homo_ev": -8.23, "lumo_ha": 0.0227, "orbital_gap_ev": 8.8}

10.
{"formula": "C3H5NOS", "method": "ωB97M-V/def2-TZVPD", "symbols": ["C", "C", "C", "N", "O", "S", "H", "H", "H", "H", "H"], "xyz": [[-3.0285, -0.7561, 0.4844], [-0.6931, 2.3542, 0.2296], [-1.9076, 0.0663, 0.4193], [-3.9720, -1.4282, 0.5732], [0.7379, -1.6558, -0.6800], [-2.1144, 1.6272, -0.2168], [0.1734, 1.7861, 0.7399], [1.3559, -1.4193, -1.3067], [-0.3496, 3.2406, -0.2738], [-0.9455, -0.2918, 0.4992], [1.0250, -2.4798, -0.2764]], "mulliken_charge": [0.31, -0.54, -0.25, -0.42, -0.59, 0.11, 0.23, 0.28, 0.32, 0.24, 0.31], "energy_ha": -645.38182, "e_homo_ev": [-8.15, -8.28], "lumo_ha": [-0.0341, -0.0198], "orbital_gap_ev": [7.2, 7.7]}

11.
{"formula": "C3H5NOS", "method": "ωB97M-V/def2-TZVPD", "symbols": ["C", "C", "C", "H", "H", "H", "H", "H", "N", "O", "S"], "xyz": [[-1.3600, 0.9958, -0.0455], [-0.6550, -0.3041, -0.0616], [1.7537, -1.0023, -0.0640], [-0.8414, 1.8746, -0.5206], [-1.3513, 1.2212, 0.9770], [-2.4028, 0.9764, -0.3258], [1.0547, 0.8799, 0.0732], [1.4790, -2.0696, -0.1020], [0.7303, -0.1000, 0.0686], [2.9025, -0.6445, -0.0029], [-1.3098, -1.8274, 0.0037]], "mulliken_charge": [-1.15, 0.47, 0.08, 0.31, 0.38, 0.33, 0.27, 0.29, -0.16, -0.52, -0.31], "energy_ha": -645.48920, "e_homo_ev": -9.02, "lumo_ha": -0.0099, "orbital_gap_ev": 8.8, "smiles": "CC(=S)NC=O"}

12.
{"formula": "C3H5NOS", "method": "ωB97M-V/def2-TZVPD", "symbols": ["C", "C", "C", "N", "O", "S", "H", "H", "H", "H", "H"], "xyz": [[-0.5350, -1.9797, 1.3351], [-1.1910, -1.1878, 0.3011], [0.0231, -0.6480, 1.0805], [1.3128, 0.9628, -0.5981], [-0.4715, -2.9883, 1.9586], [1.6028, -0.5053, 0.2318], [-1.0351, -1.4667, -0.7311], [-2.1601, -0.7513, 0.4933], [-0.1272, 0.1415, 1.8040], [1.9425, 1.6914, -0.2829], [1.4078, 0.8401, -1.5989]], "mulliken_charge": [0.48, -0.56, -0.19, -0.53, -0.48, -0.03, 0.23, 0.24, 0.33, 0.26, 0.25], "energy_ha": -645.41987, "e_homo_ev": -9.11, "lumo_ha": 0.0225, "orbital_gap_ev": 9.7, "smiles": "NS[C@H]1CC1=O"}

13.
{"formula": "C3H5NOS", "method": "ωB97M-V/def2-TZVPD", "symbols": ["C", "C", "C", "H", "H", "H", "H", "H", "N", "O", "S"], "xyz": [[-0.3193, -0.9186, -0.0438], [-1.6200, -1.1699, -0.2961], [1.7469, 0.4088, 0.0071], [-0.2611, 2.9745, 0.9328], [0.4497, -1.7716, 0.0120], [-2.5241, -0.4192, -0.3301], [-2.0532, -2.1534, 0.1159], [2.1368, 1.3916, 0.2349], [0.2720, 0.4230, 0.1373], [2.4313, -0.6534, -0.4101], [-0.2588, 1.8883, -0.3599]], "mulliken_charge": [0.03, -0.64, 0.12, 0.15, 0.28, 0.22, 0.22, 0.38, -0.01, -0.53, -0.21], "energy_ha": -645.35604, "e_homo_ev": -9.19, "lumo_ha": -0.0063, "orbital_gap_ev": 9.0, "smiles": "C=CN(S)C=O"}

14.
{"formula": "C3H5NOS2", "method": "ωB97M-V/def2-TZVPD", "symbols": ["C", "C", "C", "H", "H", "H", "H", "H", "N", "O", "S", "S"], "xyz": [[-0.8339, -0.0038, 0.4337], [0.5522, 0.2668, 0.6044], [1.4687, -0.4446, -0.4099], [-2.8601, -1.8353, -0.9035], [-1.4252, 0.4542, 1.3324], [0.9155, 0.5281, 1.5619], [1.6463, 2.3429, 0.1798], [1.0372, -0.1171, -1.4097], [-1.3599, -0.7137, -0.6806], [-2.5041, -1.2051, -0.1313], [0.5602, 1.9663, -0.4177], [2.8032, -1.2387, -0.1593]], "mulliken_charge": [-0.12, -0.14, -0.19, 0.38, 0.24, 0.53, 0.16, 0.27, -0.29, -0.40, -0.17, -0.27], "energy_ha": -1043.50178, "e_homo_ev": -8.75, "lumo_ha": -0.0096, "orbital_gap_ev": 8.5, "smiles": "O/N=C/[C@H](S)C=S"}

15.
{"formula": "C3H5NOS3", "method": "ωB97M-V/def2-TZVPD", "symbols": ["C", "C", "C", "H", "H", "H", "H", "H", "N", "O", "S", "S", "S"], "xyz": [[2.0767, -1.9225, 0.6018], [0.1093, 0.0178, -0.2699], [-0.0108, 0.2578, 1.2824], [1.5873, -2.6697, 1.3464], [2.7810, -1.1204, 0.9762], [2.6685, -2.6811, 0.3136], [-1.2792, 1.9241, -2.6108], [-1.1145, 2.5069, 0.9420], [-0.6014, 0.8839, -0.8140], [0.2540, -0.5344, 2.0837], [0.7856, -1.6124, -0.6965], [-0.6542, 0.6382, -2.5993], [-1.1011, 1.5999, 1.9443]], "mulliken_charge": [-0.92, 0.33, 0.37, 0.27, 0.28, 0.45, 0.19, 0.15, -0.29, -0.39, -0.03, -0.19, -0.22], "energy_ha": -1441.77344, "e_homo_ev": -9.16, "lumo_ha": 0.0004, "orbital_gap_ev": 9.2, "smiles": "CS/C(=N\\S)C(=O)S"}

16.
{"formula": "C3H5NS", "method": "ωB97M-V/def2-TZVPD", "symbols": ["C", "C", "C", "H", "H", "H", "H", "H", "N", "S"], "xyz": [[0.0714, -0.6041, 0.2085], [1.0154, 1.6494, 0.2489], [-0.1139, 1.5315, 1.1010], [0.7455, -0.7682, 1.0527], [2.0354, 1.3326, 0.5309], [0.8639, 2.2928, -0.6927], [0.1525, 1.0640, 2.0731], [-0.9092, 2.1641, 1.1829], [-0.1138, 0.7434, -0.0149], [-0.4956, -1.6719, -0.8371]], "mulliken_charge": [-0.11, -0.21, -0.43, 0.28, 0.24, 0.24, 0.22, 0.24, -0.23, -0.26], "energy_ha": -570.14607, "e_homo_ev": -8.82, "lumo_ha": 0.0011, "orbital_gap_ev": 8.8, "smiles": "S=CN1CC1"}

17.
{"formula": "C3H5NS", "method": "ωB97M-V/def2-TZVPD", "symbols": ["C", "C", "C", "N", "S", "H", "H", "H", "H", "H"], "xyz": [[0.7768, -0.3488, -0.2912], [0.3487, -1.4436, -0.9102], [-0.4187, 0.8153, 1.4072], [0.3529, -0.0853, 1.0709], [-1.4381, 1.9581, 0.3615], [1.6163, 0.1112, -0.8964], [-0.3940, -2.0719, -0.4428], [0.7082, -1.5124, -1.9180], [-0.8118, 1.6884, -0.7879], [-0.7404, 0.8890, 2.4067]], "mulliken_charge": [-0.10, -0.66, 0.05, -0.43, -0.20, 0.30, 0.28, 0.25, 0.16, 0.37], "energy_ha": -570.18562, "e_homo_ev": -9.14, "lumo_ha": 0.0295, "orbital_gap_ev": 9.9, "smiles": "C=C/N=C\\S"}

18.
{"formula": "C3H5NS", "method": "ωB97M-V/def2-TZVPD", "symbols": ["C", "C", "C", "N", "S", "H", "H", "H", "H", "H"], "xyz": [[-1.4656, 1.0158, -0.5064], [-0.6934, 0.7172, 0.4881], [1.3776, -0.2535, -0.0120], [0.9654, -1.4964, 0.1446], [2.7344, 0.4814, -0.1307], [-2.3572, 1.7674, -0.3420], [-1.1677, 0.9743, -1.5478], [-0.8199, 0.6068, 1.6305], [0.0312, -1.5623, 0.5264], [1.3952, -2.2508, -0.2507]], "mulliken_charge": [-0.30, -0.59, 0.30, -0.31, -0.34, 0.20, 0.25, 0.30, 0.27, 0.21], "energy_ha": -570.09235, "e_homo_ev": [-7.68, -7.68], "lumo_ha": [0.0163, 0.0163], "orbital_gap_ev": [8.1, 8.1]}

19.
{"formula": "C3H5NS2", "method": "ωB97M-V/def2-TZVPD", "symbols": ["C", "C", "C", "H", "H", "H", "H", "H", "N", "S", "S"], "xyz": [[-1.6377, -0.6685, 0.8091], [-0.2051, 0.6224, -0.5130], [0.7937, -0.5186, 1.1688], [-1.3735, -1.1966, 1.7745], [-1.8457, -1.4832, 0.0233], [-2.3979, 0.0203, 0.9505], [0.9217, 1.2928, -0.1761], [0.8622, -0.3200, 2.6368], [-0.4421, -0.2749, 0.4414], [-1.4544, 1.1907, -1.4191], [2.2808, -0.7533, 0.3510]], "mulliken_charge": [-0.96, -0.06, -0.33, 0.31, 0.34, 0.37, 0.23, 0.27, 0.25, -0.30, -0.13], "energy_ha": -968.26315, "e_homo_ev": -8.73, "lumo_ha": -0.0430, "orbital_gap_ev": 7.6}

20.
{"formula": "C3H5NS2", "method": "ωB97M-V/def2-TZVPD", "symbols": ["C", "C", "C", "N", "S", "S", "H", "H", "H", "H", "H"], "xyz": [[-0.1544, 1.8723, -0.1180], [-3.6110, 1.6891, 0.3110], [2.3769, -0.7734, -0.3802], [-1.2809, 1.7232, 0.0733], [1.4740, 2.1031, -0.4269], [2.3026, 0.6435, 0.7594], [-3.6017, 0.5949, 0.4298], [-3.5246, 2.1087, 1.3240], [2.7376, -0.4450, -1.3488], [1.3990, -1.2332, -0.4685], [3.0797, -1.4698, 0.0636]], "mulliken_charge": [0.35, -0.28, -0.75, -0.29, -0.14, -0.03, 0.13, 0.14, 0.31, 0.30, 0.28], "energy_ha": -968.25677, "e_homo_ev": -8.33, "lumo_ha": -0.0103, "orbital_gap_ev": 8.1}

Values of ΔE to the lowest compared entry with this formula, charge and spin, in order: 4.294 4.828 0.808 5.531 5.244 3.021 3.568 1.571 5.273 3.534 0.612 2.498 4.235 5.101 2.596 2.408 1.331 3.870 4.951 5.124, all in eV.